{
  "formula": "C2H4O3P",
  "method": "ωB97M-V/def2-TZVPD",
  "homo_lumo_gap_ev": [7.694, 7.694],
  "e_homo_ha": [-0.136, -0.136],
  "total_charge": -1,
  "relative_energy_ev": 5.349,
  "symbols": ["C", "C", "O", "O", "O", "P", "H", "H", "H", "H"],
  "positions_angstrom": [[0.433, -0.088, 0.734], [1.239, 0.104, -0.509], [-1.651, 2.020, -0.069], [0.873, -0.312, 1.819], [-1.505, -1.026, -1.028], [-1.346, -0.255, 0.175], [2.269, 0.336, -0.284], [0.619, 0.869, -1.043], [1.111, -0.788, -0.970], [-2.040, -0.861, 1.175]],
  "forces_ev_per_a": [[-0.614, -0.904, -1.243], [-0.834, 3.442, 1.479], [0.697, -5.073, 0.792], [0.319, 0.121, 1.577], [-0.142, -2.141, -3.045], [-0.118, 7.607, 1.286], [0.221, 0.253, -0.158], [1.071, -0.280, -0.076], [-0.074, -2.836, -1.952], [-0.526, -0.189, 1.339]]
}